The following is a quantum chemistry calculation of C33H46BrEuN3P2Se as an isolated structure, from OMol25.

The value obtained for the lowest unoccupied orbital energy (alpha / beta) is -5.9 / -5.8 eV. The calculation puts the energy relative to the best compared isomer or geometry (same formula, charge and spin) at 3.3542 eV. Its frontier orbital gap (alpha / beta) is 0.2082 / 0.2140 Eh.

```
! wB97M-V def2-TZVPD RIJCOSX def2/J DEFGRID3
* xyz 2 8
C -2.17 -6.42 -1.26
C -2.53 -5.39 -2.16
C -3.21 -5.75 -3.34
C -3.64 -7.08 -3.48
N -3.35 -8.02 -2.59
C -2.64 -7.72 -1.50
C -2.22 -4.01 -1.85
C -2.10 -2.91 -1.26
C -1.88 -1.74 -0.49
C -1.12 -1.79 0.72
C -0.61 -0.66 1.26
C -0.75 0.67 0.61
C -1.79 0.68 -0.44
C -2.32 -0.46 -0.94
Eu -0.54 -2.90 -2.90
P -1.13 2.01 1.90
H -3.43 -5.01 -4.11
H -1.55 -6.21 -0.39
H -4.22 -7.37 -4.35
H -2.42 -8.52 -0.80
H -3.08 -0.42 -1.73
H -0.90 -2.76 1.16
H -2.04 1.64 -0.89
H 0.11 -0.73 2.08
C 0.13 3.32 1.96
C -0.36 4.75 1.81
H 0.85 3.08 1.16
H 0.65 3.18 2.91
H 0.50 5.42 1.79
H -0.92 4.91 0.88
H -1.00 5.06 2.65
C -2.76 2.75 1.58
C -3.96 1.84 1.84
H -2.75 3.10 0.53
H -2.81 3.64 2.22
H -4.87 2.40 1.60
H -3.95 0.94 1.21
H -4.02 1.54 2.89
C -1.17 1.26 3.54
C -1.42 2.23 4.69
H -0.21 0.74 3.66
H -1.96 0.49 3.51
H -1.48 1.66 5.63
H -0.61 2.96 4.80
H -2.37 2.78 4.59
Br 1.01 1.03 -0.22
P -0.46 -0.61 -4.49
C -1.03 0.93 -3.64
C -0.67 2.19 -4.41
H -0.57 0.95 -2.64
H -2.12 0.86 -3.49
H -1.16 3.05 -3.93
H 0.41 2.38 -4.41
H -1.01 2.14 -5.45
C 1.07 -0.85 -3.36
C 2.17 0.19 -3.71
H 1.51 -1.85 -3.54
H 0.79 -0.71 -2.30
H 3.07 -0.05 -3.13
H 2.43 0.13 -4.78
H 1.87 1.21 -3.47
C -2.08 -1.62 -4.42
C -3.21 -0.92 -5.21
H -2.45 -1.81 -3.38
H -1.87 -2.60 -4.91
H -4.09 -1.57 -5.22
H -3.50 0.03 -4.75
H -2.90 -0.74 -6.25
C 4.67 -0.44 1.26
N 4.34 0.27 2.47
C 3.34 -0.08 3.35
Se 2.35 -1.61 3.30
N 3.43 0.86 4.35
C 4.54 1.68 4.19
C 5.22 2.47 5.12
C 6.50 2.91 4.75
C 7.09 2.52 3.53
C 6.40 1.70 2.62
C 5.11 1.31 2.98
H 5.75 -0.58 1.20
H 4.34 0.13 0.38
H 4.16 -1.41 1.27
H 2.84 0.84 5.18
H 4.73 2.71 6.06
H 7.07 3.55 5.43
H 8.10 2.85 3.30
H 6.82 1.35 1.67
*
```

The following is a quantum chemistry calculation of an isolated ion of composition H4INP and charge +1, from OMol25.

The value obtained for the lowest unoccupied orbital energy is -4.9 eV. As for the SMILES: [NH2+]=[PH2]I. Its frontier orbital gap is 0.3863 Eh.

```
! wB97M-V def2-TZVPD RIJCOSX def2/J DEFGRID3
* xyz 1 1
N 1.07 -0.10 0.25
P -0.54 -0.22 -0.03
I -1.75 1.76 -0.15
H 1.38 0.71 0.77
H 1.65 -0.21 -0.58
H -0.70 -0.93 -1.22
H -1.12 -1.00 0.97
*
```

The following is a quantum chemistry calculation of C26H22F4N5O6Sr as an isolated structure, from OMol25.

The value obtained for the lowest unoccupied orbital energy is 2.0 eV. The calculation puts the energy relative to the best compared isomer or geometry (same formula, charge and spin) at 0.4782 eV. Its frontier orbital gap is 0.2369 Eh.

```
! wB97M-V def2-TZVPD RIJCOSX def2/J DEFGRID3
* xyz -1 1
Sr -0.98 0.15 -1.16
C -1.62 -3.35 -1.90
N -1.10 -2.79 -0.65
C 0.23 -3.33 -0.40
C -2.02 -3.05 0.47
C -2.21 -1.84 1.39
N -2.60 -0.74 0.54
C -3.28 0.31 1.03
C -3.88 1.20 0.10
F -3.75 0.88 -1.22
C -4.55 2.34 0.45
F -5.09 3.11 -0.52
C -4.70 2.71 1.78
C -4.14 1.87 2.72
F -4.23 2.19 4.03
C -3.45 0.72 2.38
F -2.86 0.00 3.38
H -1.75 -4.44 -1.82
H -0.93 -3.13 -2.72
H -2.58 -2.89 -2.13
H 0.60 -2.99 0.56
H 0.91 -3.00 -1.18
H 0.22 -4.43 -0.39
H -1.69 -3.93 1.05
H -3.00 -3.29 0.06
H -1.30 -1.65 1.97
H -2.99 -2.11 2.12
H -5.23 3.60 2.06
C 3.65 0.64 -0.49
C 3.08 0.25 -1.81
N 1.82 -0.05 -2.07
C 1.77 -0.33 -3.42
C 3.02 -0.19 -3.97
N 3.83 0.18 -2.93
C 3.64 -0.32 -5.32
O 2.85 -0.62 -6.32
O 4.83 -0.12 -5.43
C 0.47 -0.69 -4.08
O 0.48 -0.87 -5.32
O -0.53 -0.77 -3.35
H 2.85 0.79 0.22
H 4.23 1.56 -0.58
H 4.31 -0.15 -0.12
H 4.81 0.36 -3.05
H 1.85 -0.72 -6.00
O -0.62 4.60 -0.37
C -0.59 3.37 -0.32
O -1.12 2.53 -1.11
C 0.18 2.75 0.87
C 0.68 3.61 1.88
C 1.34 3.07 2.94
C 1.53 1.67 3.00
C 2.23 1.02 4.05
C 2.39 -0.33 4.05
C 1.87 -1.10 2.98
C 1.20 -0.50 1.96
C 1.01 0.89 1.94
N 0.33 1.45 0.89
H 0.50 4.66 1.76
H 1.73 3.69 3.73
H 2.62 1.63 4.86
H 2.92 -0.82 4.85
H 2.02 -2.18 2.99
H 0.80 -1.07 1.13
*
```

The following is a quantum chemistry calculation of C16H32GeInO12Se as an isolated structure, from OMol25.

The value obtained for the lowest unoccupied orbital energy (alpha / beta) is 0.0 / -1.3 eV. The calculation puts the energy relative to the best compared isomer or geometry (same formula, charge and spin) at 1.8080 eV. Its frontier orbital gap (alpha / beta) is 0.2773 / 0.2982 Eh.

```
! wB97M-V def2-TZVPD RIJCOSX def2/J DEFGRID3
* xyz 0 2
In -0.46 0.01 -0.13
O -4.41 2.51 0.53
C -3.14 2.51 0.91
O -2.22 2.47 0.12
C -3.00 2.68 2.40
O -1.81 2.14 2.93
C -1.79 0.79 3.30
C -2.08 -0.17 2.12
O -1.24 -1.06 1.81
O -3.12 0.12 1.53
H -4.43 2.35 -0.43
H -3.89 2.30 2.90
H -2.93 3.76 2.58
H -2.48 0.59 4.13
H 0.00 1.46 3.62
C -1.39 -2.05 -3.22
C -0.60 -2.65 -2.06
C -1.53 -3.23 -1.01
C 0.37 -3.72 -2.57
O 0.16 -1.61 -1.42
Ge 1.76 -0.68 -1.92
O 1.75 -0.26 -0.02
C 2.56 -0.98 0.95
C 1.90 -2.29 1.35
C 3.93 -1.26 0.33
C 2.71 -0.07 2.15
O 0.58 0.79 -1.97
C 0.60 2.04 -2.69
C 1.67 1.97 -3.77
C -0.77 2.22 -3.32
C 0.91 3.15 -1.70
H -2.02 -2.80 -3.69
H -2.03 -1.24 -2.86
H -0.72 -1.63 -3.97
H -2.14 -4.03 -1.44
H -0.96 -3.64 -0.18
H -2.20 -2.47 -0.61
H -0.18 -4.54 -3.02
H 1.05 -3.31 -3.32
H 0.96 -4.11 -1.74
H 1.80 -2.96 0.49
H 2.49 -2.79 2.11
H 0.90 -2.12 1.77
H 3.85 -1.93 -0.53
H 4.40 -0.33 -0.01
H 4.58 -1.73 1.06
H 1.75 0.04 2.67
H 3.42 -0.48 2.86
H 3.05 0.92 1.84
H 1.49 1.13 -4.45
H 1.66 2.89 -4.36
H 2.67 1.86 -3.34
H -0.97 1.43 -4.04
H -1.55 2.21 -2.55
H -0.82 3.18 -3.84
H 1.88 2.98 -1.23
H 0.92 4.12 -2.19
H 0.14 3.17 -0.91
O 0.99 1.55 5.93
Se -0.16 0.43 5.95
O 0.25 -1.11 5.99
O -0.47 0.63 3.80
O -1.65 0.85 6.37
*
```

The following is a quantum chemistry calculation of C44H44ClF13GeN3PTi as an isolated structure, from OMol25.

The value obtained for the lowest unoccupied orbital energy (alpha / beta) is -0.4 / -0.4 eV. The calculation puts the energy relative to the best compared isomer or geometry (same formula, charge and spin) at 1.5841 eV. Its frontier orbital gap (alpha / beta) is 0.2638 / 0.2637 Eh.

```
! wB97M-V def2-TZVPD RIJCOSX def2/J DEFGRID3
* xyz 0 1
Ti -0.46 0.60 -1.43
C 1.77 -1.35 -3.36
N 1.21 -0.03 -3.03
C 2.34 0.75 -2.51
C 2.00 2.21 -2.24
N 0.74 2.32 -1.55
C 0.17 3.52 -1.50
C -0.98 3.65 -0.68
F -1.24 2.54 0.08
C -1.79 4.75 -0.56
F -2.85 4.70 0.25
C -1.44 5.91 -1.24
F -2.19 7.02 -1.17
C -0.25 5.89 -1.98
F 0.15 7.02 -2.59
C 0.53 4.76 -2.10
F 1.69 4.89 -2.80
C 0.66 0.50 -4.29
C -0.44 1.56 -4.11
N -1.34 1.12 -3.07
C -2.61 1.58 -3.08
C -3.08 2.81 -3.61
F -2.20 3.69 -4.15
C -4.42 3.17 -3.54
F -4.80 4.35 -4.04
C -5.37 2.34 -2.96
F -6.65 2.70 -2.88
C -4.95 1.10 -2.46
F -5.83 0.26 -1.89
C -3.62 0.75 -2.56
F -3.21 -0.48 -2.15
H 2.50 -1.25 -4.18
H 2.29 -1.76 -2.49
H 0.99 -2.03 -3.67
H 2.66 0.27 -1.57
H 3.19 0.71 -3.21
H 2.81 2.65 -1.64
H 1.98 2.74 -3.20
H 1.47 0.91 -4.92
H 0.20 -0.34 -4.81
H -0.01 2.55 -3.91
H -0.98 1.64 -5.07
Cl 1.00 0.53 0.69
C 1.81 -0.09 2.08
C 1.46 0.36 3.35
C 2.08 -0.19 4.46
C 3.03 -1.19 4.30
C 3.39 -1.61 3.03
C 2.80 -1.06 1.90
P 3.20 -1.59 0.18
C 4.95 -1.04 0.04
C 5.56 -0.15 0.92
C 6.82 0.35 0.63
C 7.48 -0.03 -0.52
C 6.87 -0.91 -1.41
C 5.61 -1.40 -1.13
C 3.34 -3.38 0.57
C 4.44 -4.18 0.32
C 4.36 -5.55 0.55
C 3.19 -6.12 1.02
C 2.09 -5.31 1.28
C 2.16 -3.96 1.04
H 0.71 1.11 3.47
H 1.82 0.15 5.45
H 3.48 -1.65 5.17
H 4.13 -2.40 2.90
H 5.04 0.16 1.82
H 7.28 1.06 1.31
H 8.46 0.37 -0.74
H 7.38 -1.21 -2.31
H 5.12 -2.06 -1.84
H 5.37 -3.76 -0.05
H 5.22 -6.18 0.35
H 3.13 -7.19 1.19
H 1.18 -5.75 1.66
H 1.30 -3.33 1.22
C -2.38 0.49 5.40
C -2.69 1.72 4.55
C -3.11 1.37 3.12
C -1.97 0.76 2.31
Ge -2.62 0.33 0.43
C -4.04 -1.12 0.67
C -3.75 -2.06 1.83
C -4.67 -3.28 1.82
C -6.15 -2.91 1.95
H -2.10 0.79 6.41
H -1.57 -0.09 4.98
H -3.26 -0.15 5.47
H -1.81 2.37 4.51
H -3.50 2.28 5.01
H -3.45 2.27 2.61
H -3.96 0.68 3.15
H -1.61 -0.15 2.78
H -1.15 1.47 2.27
H -3.55 1.59 0.14
H -4.17 -1.71 -0.23
H -4.96 -0.56 0.83
H -3.87 -1.53 2.78
H -2.72 -2.40 1.76
H -4.39 -3.93 2.65
H -4.52 -3.83 0.90
H -6.32 -2.31 2.85
H -6.75 -3.81 2.02
H -6.48 -2.34 1.09
F -1.45 -2.07 -0.38
C -0.59 -1.43 -1.25
F 0.60 -2.06 -0.97
F -0.96 -1.91 -2.49
*
```

The following is a quantum chemistry calculation of C16H15BClNO3 in the gas phase, from OMol25.

The value obtained for the lowest unoccupied orbital energy is -0.3 eV. As for the SMILES: O=C(/C=C/c1ccc(Cl)cc1)NCc1ccc(B(O)O)cc1. Its frontier orbital gap is 0.3123 Eh.

```
! wB97M-V def2-TZVPD RIJCOSX def2/J DEFGRID3
* xyz 0 1
O 0.32 2.27 -0.82
C -0.36 1.60 -0.07
C -1.77 1.42 -0.36
C -2.57 0.52 0.27
C -4.00 0.37 0.05
C -4.72 1.27 -0.75
C -6.05 1.10 -1.03
C -6.69 -0.07 -0.59
Cl -8.28 -0.53 -1.16
C -5.99 -1.01 0.14
C -4.69 -0.76 0.51
N 0.21 1.02 1.08
C 1.55 1.40 1.43
C 2.53 0.49 0.79
C 2.63 0.39 -0.60
C 3.62 -0.44 -1.14
C 4.42 -1.21 -0.31
B 5.59 -2.15 -0.81
O 5.30 -3.48 -0.99
O 6.89 -1.68 -0.92
C 4.30 -1.10 1.05
C 3.36 -0.25 1.61
H -2.15 2.09 -1.11
H -2.14 -0.13 1.00
H -4.25 2.10 -1.27
H -6.58 1.79 -1.68
H -6.49 -1.92 0.38
H -4.15 -1.51 1.02
H -0.36 0.66 1.88
H 1.72 2.43 1.04
H 1.68 1.42 2.51
H 1.95 0.94 -1.25
H 3.72 -0.55 -2.21
H 6.14 -3.87 -1.33
H 7.07 -0.73 -0.71
H 4.95 -1.67 1.65
H 3.31 -0.21 2.68
*
```

no.,E_tot (eV)
1,-212715.236
2,-18937.455
3,-58768.507
4,-168715.238
5,-187578.614
6,-37669.576